Record 1
DFT (the ωB97M-V functional and the def2-TZVPD basis) results for a structure of composition C26H48F9INP at a distorted geometry.

ORCA input file:
```
! RIJCOSX wB97M-V def2-TZVPD def2/J DEFGRID3
* xyz 0 1
C 6.99 -2.54 2.53
C 6.85 -1.18 1.86
C 6.73 -1.28 0.34
C 6.78 0.15 -0.27
C 5.61 0.61 -1.18
C 4.83 1.70 -0.44
C 3.88 2.42 -1.40
C 2.60 1.59 -1.60
C 1.26 2.26 -1.27
C 0.18 1.90 -2.31
C -1.19 1.70 -1.65
C -1.34 0.21 -1.42
N -2.51 -0.26 -0.62
C -2.74 -1.72 -0.99
C -1.50 -2.59 -0.92
C -1.77 -4.11 -0.74
C -3.23 -4.53 -1.00
C -0.80 -4.90 -1.63
C -3.78 0.43 -1.04
C -4.11 1.79 -0.43
C -5.32 1.78 0.48
F -6.40 1.55 -0.33
F -5.32 0.79 1.39
C -5.64 3.14 1.17
F -6.19 3.99 0.30
F -6.58 2.85 2.10
C -4.47 3.82 1.95
F -3.62 2.89 2.39
F -5.00 4.41 3.03
C -3.71 4.95 1.18
F -3.70 4.72 -0.13
F -2.46 4.98 1.59
F -4.26 6.11 1.40
P -2.32 -0.11 1.26
C -0.59 0.37 1.56
C -2.42 -1.77 2.01
C -2.61 -1.56 3.52
H 6.02 -3.04 2.64
H 7.67 -3.19 1.98
H 7.41 -2.43 3.53
H 7.68 -0.54 2.15
H 5.93 -0.72 2.24
H 7.58 -1.86 -0.02
H 5.82 -1.81 0.02
H 6.81 0.81 0.60
H 7.72 0.25 -0.82
H 6.01 0.98 -2.12
H 4.95 -0.24 -1.41
H 5.52 2.44 -0.02
H 4.29 1.25 0.39
H 4.36 2.54 -2.37
H 3.65 3.41 -1.01
H 2.57 1.26 -2.64
H 2.69 0.69 -0.99
H 1.37 3.34 -1.21
H 0.94 1.92 -0.28
H 0.14 2.71 -3.03
H 0.45 0.96 -2.79
H -1.20 2.23 -0.70
H -2.01 2.08 -2.27
H -0.41 -0.17 -1.01
H -1.44 -0.25 -2.41
H -3.59 -2.10 -0.43
H -3.08 -1.68 -2.03
H -0.88 -2.45 -1.80
H -0.88 -2.26 -0.09
H -1.50 -4.36 0.29
H -3.72 -3.96 -1.78
H -3.81 -4.47 -0.07
H -3.24 -5.59 -1.26
H -0.57 -4.38 -2.55
H -1.21 -5.87 -1.89
H 0.14 -5.09 -1.12
H -4.63 -0.23 -0.89
H -3.69 0.55 -2.12
H -4.41 2.44 -1.25
H -3.25 2.30 -0.01
H 0.15 -0.24 1.04
H -0.48 1.42 1.33
H -0.48 0.26 2.64
H -3.26 -2.35 1.65
H -1.51 -2.34 1.86
H -2.62 -2.54 3.98
H -1.84 -0.94 3.97
H -3.59 -1.13 3.71
I 5.29 -2.14 -2.33
*
```

Results
Gap between HOMO and LUMO in eV: 4.349
F_max in hartree/bohr: 0.0647
LUMO in eV: -0.566
DFT total energy in eV: -71074.71622

Löwdin atomic charge list, values in e, 5 entries: C -0.124; C -0.293; C -0.336; C -0.224; C -0.369

Record 2
DFT (the ωB97M-V functional and the def2-TZVPD basis) results for a structure of composition C26H48GeNO3SiTi.

ORCA input file:
```
! RIJCOSX wB97M-V def2-TZVPD def2/J DEFGRID3
* xyz 2 2
Ti 0.11 0.16 -0.05
C -3.06 -0.04 -2.42
C -3.10 -0.97 -1.22
C -4.39 -0.77 -0.44
C -2.93 -2.42 -1.63
O -1.97 -0.63 -0.33
Ge -2.14 -0.32 1.48
O -0.89 1.50 0.69
C -0.74 2.77 1.44
C -1.11 2.50 2.89
C -1.71 3.74 0.79
C 0.70 3.24 1.32
O -0.27 -1.01 1.39
C 0.32 -2.11 2.22
C 1.04 -3.02 1.25
C -0.83 -2.81 2.92
C 1.27 -1.45 3.20
H -3.95 -0.20 -3.03
H -3.04 1.00 -2.10
H -2.19 -0.24 -3.05
H -5.24 -1.01 -1.08
H -4.45 -1.44 0.42
H -4.51 0.27 -0.12
H -3.74 -2.72 -2.29
H -1.99 -2.57 -2.15
H -2.96 -3.07 -0.75
H -2.16 2.21 2.99
H -0.47 1.72 3.31
H -0.96 3.40 3.48
H -2.73 3.35 0.81
H -1.70 4.69 1.32
H -1.43 3.93 -0.25
H 1.39 2.53 1.78
H 0.98 3.36 0.27
H 0.81 4.20 1.82
H 0.33 -3.45 0.53
H 1.82 -2.48 0.72
H 1.51 -3.84 1.79
H -1.53 -3.23 2.20
H -0.43 -3.65 3.51
H -1.35 -2.15 3.62
H 2.04 -0.89 2.67
H 0.73 -0.77 3.87
H 1.75 -2.21 3.81
C 2.66 2.54 -2.85
N 1.40 3.01 -3.35
C 1.37 4.02 -4.38
C 0.18 2.35 -2.91
C 0.27 0.86 -3.17
C 0.33 0.44 -4.50
C 0.47 -0.90 -4.81
C 0.56 -1.83 -3.78
C 0.48 -1.41 -2.46
C 0.32 -0.06 -2.13
H 3.36 3.37 -2.77
H 3.08 1.81 -3.56
H 2.53 2.02 -1.90
H 2.13 4.77 -4.17
H 0.39 4.46 -4.45
H 1.63 3.55 -5.34
H -0.66 2.83 -3.41
H 0.10 2.54 -1.83
H 0.25 1.17 -5.31
H 0.51 -1.22 -5.84
H 0.69 -2.88 -4.01
H 0.53 -2.16 -1.68
C 5.85 -1.08 -0.27
Si 5.19 0.59 0.25
C 5.69 1.94 -0.94
C 5.59 1.02 2.01
C 3.32 0.47 0.13
C 2.10 0.40 0.05
H 6.94 -1.07 -0.25
H 5.53 -1.34 -1.28
H 5.52 -1.86 0.41
H 6.76 2.11 -0.89
H 5.19 2.89 -0.71
H 5.46 1.67 -1.98
H 6.67 1.13 2.14
H 5.25 0.24 2.70
H 5.13 1.96 2.31
*
```

Results
Gap between HOMO and LUMO (spin up / spin down) in eV: 8.084 / 6.190
F_max in hartree/bohr: 0.0116
LUMO (spin up / spin down) in eV: -6.426 / -8.313
DFT total energy in eV: -122869.06528

Löwdin atomic charge list, values in e, 5 entries: Ti 0.996; C -0.006; C -0.631; C -0.068; C -0.003

Record 3
DFT (the ωB97M-V functional and the def2-TZVPD basis) results for a cluster of 7 separate species, C26H48NO10 in total at a distorted geometry.

ORCA input file:
```
! RIJCOSX wB97M-V def2-TZVPD def2/J DEFGRID3
* xyz 1 1
C 2.08 0.83 0.38
N 1.79 -0.27 -0.47
C 0.25 -0.57 -0.17
C 1.94 0.13 -1.88
C 2.63 -1.50 -0.18
C 2.58 -2.62 -1.21
O 3.17 -3.83 -0.58
H 1.37 1.74 0.48
H 3.00 1.34 -0.11
H 2.12 0.71 1.45
H -0.39 0.17 -0.32
H 0.00 -0.81 0.69
H 0.10 -1.44 -0.75
H 1.29 0.96 -1.92
H 1.63 -0.54 -2.55
H 2.97 0.30 -2.10
H 2.29 -1.93 0.74
H 3.50 -1.00 -0.35
H 3.28 -2.47 -2.03
H 1.50 -2.78 -1.68
H 3.59 -4.30 -1.34
C -2.74 4.49 0.34
C -3.81 5.10 -0.52
C -3.86 4.88 -1.94
O -4.70 5.36 -2.75
C -2.88 3.91 -2.54
C -1.78 3.33 -1.60
C -1.68 3.62 -0.16
O -0.76 3.27 0.49
O -1.07 2.27 -1.99
O -4.72 5.95 -0.05
H -2.73 4.75 1.26
H -2.59 3.65 -3.69
H -0.93 2.26 -2.86
H -5.37 6.35 -0.65
C -2.41 -3.58 -3.38
C -1.86 -2.26 -2.95
O -0.70 -1.99 -2.99
C -2.81 -1.22 -2.36
H -3.48 -3.58 -3.98
H -2.58 -4.32 -2.58
H -1.90 -4.44 -3.82
H -3.16 -1.43 -1.48
H -3.68 -1.16 -2.92
H -2.10 -0.39 -2.04
C -2.17 -4.66 3.79
C -2.84 -3.50 3.16
O -3.83 -3.64 2.48
C -2.22 -2.06 3.49
H -2.39 -4.58 4.76
H -1.03 -4.75 3.79
H -2.44 -5.66 3.35
H -2.62 -1.45 4.35
H -2.25 -1.56 2.45
H -1.16 -2.15 3.46
C 5.46 -1.03 -4.50
C 6.56 -0.26 -3.89
O 6.21 0.74 -3.18
C 7.94 -0.69 -4.11
H 5.55 -2.05 -4.38
H 5.52 -0.80 -5.65
H 4.34 -0.62 -4.32
H 8.11 -1.62 -3.57
H 8.60 0.03 -3.80
H 8.01 -0.82 -5.16
C -3.69 1.64 2.80
C -3.73 1.08 1.37
O -2.82 0.46 0.88
C -5.00 1.36 0.42
H -3.78 2.67 2.74
H -2.76 1.18 3.20
H -4.48 1.13 3.37
H -4.55 1.27 -0.50
H -5.17 2.44 0.51
H -5.78 0.58 0.32
C 1.37 1.75 4.47
C 2.35 0.68 4.66
O 2.59 -0.17 3.79
C 2.94 0.54 6.04
H 1.05 1.72 3.32
H 1.89 2.67 4.86
H 0.49 1.66 5.02
H 2.18 0.36 6.83
H 3.61 1.36 6.46
H 3.58 -0.18 6.00
*
```

Results
Gap between HOMO and LUMO in eV: 6.988
F_max in hartree/bohr: 0.1908
LUMO in eV: -4.303
DFT total energy in eV: -49687.49979
Energy above the lowest of the compared OMol25 structures with the same formula, charge and spin in kJ/mol: 797.1

Löwdin atomic charge list, values in e, 5 entries: C -0.045; N -0.299; C 0.096; C 0.034; C -0.056